## A
{"formula": "CH6NS", "method": "the ωB97M-V functional and the def2-TZVPD basis", "species": ["S", "H", "C", "N", "H", "H", "H", "H", "H"], "xyz": [[0.61, 2.41, -2.67], [1.50, 1.48, -3.04], [-0.88, -0.47, 0.83], [0.48, -1.01, 0.62], [-0.87, 0.61, 0.94], [-1.49, -0.68, -0.05], [-1.30, -0.91, 1.73], [0.92, -1.12, 1.53], [1.02, -0.31, 0.11]], "lowdin_charge": [-0.446, -0.522, -0.205, -0.081, 0.059, 0.058, 0.054, 0.037, 0.046], "homo_ev": -2.42, "charge": -1}

## B
{"formula": "CH6NS", "method": "the ωB97M-V functional and the def2-TZVPD basis", "species": ["N", "H", "H", "H", "C", "S", "H", "H", "H"], "xyz": [[-1.95, 0.71, -0.18], [-2.05, -0.23, 0.19], [-0.98, 0.72, -0.50], [-2.45, 0.65, -1.06], [1.53, -0.39, 0.46], [1.00, -0.27, -1.31], [2.29, 0.37, 0.64], [0.72, -0.16, 1.16], [1.89, -1.41, 0.59]], "lowdin_charge": [-0.049, -0.020, -0.137, -0.020, -0.691, 0.004, -0.031, -0.022, -0.035], "homo_ev": -2.28, "charge": -1}

Which is most stable? The ranking, best first, is B, A.

## A
{"formula": "C2H2F3P", "method": "the ωB97M-V functional and the def2-TZVPD basis", "species": ["C", "C", "F", "F", "F", "P", "H", "H"], "xyz": [[0.77, 0.66, -0.07], [1.09, 1.20, -1.24], [0.47, -0.63, 0.04], [1.16, 0.57, -2.39], [1.39, 2.48, -1.38], [-2.76, -2.30, 1.55], [0.73, 1.21, 0.86], [-2.85, -3.19, 2.64]], "lowdin_charge": [-0.081, -0.362, 0.018, 0.147, 0.125, 0.392, 0.128, -0.368], "homo_ev": [-8.85, -8.86]}

## B
{"formula": "C2H2F3P", "method": "the ωB97M-V functional and the def2-TZVPD basis", "species": ["C", "C", "F", "F", "F", "P", "H", "H"], "xyz": [[-0.06, -0.69, 0.53], [1.25, -0.26, -0.04], [-0.74, -1.43, -0.31], [1.79, -0.97, -1.04], [2.29, -0.25, 0.82], [0.32, 1.43, -0.29], [-0.49, -0.47, 1.44], [0.13, 1.12, -1.59]], "lowdin_charge": [-0.199, -0.804, 0.046, 0.073, 0.034, 0.934, 0.077, -0.160], "homo_ev": -9.24}

Which is most stable? The ranking, best first, is B, A.

## A
{"formula": "C2H3O2P", "method": "the ωB97M-V functional and the def2-TZVPD basis", "species": ["C", "C", "O", "O", "P", "H", "H", "H"], "xyz": [[1.08, 0.33, 0.17], [-0.11, -0.16, -0.23], [1.75, -0.26, 1.17], [0.83, -2.21, 2.66], [1.03, -1.85, 1.27], [1.67, 1.09, -0.47], [-0.63, 0.29, -0.96], [-0.69, -0.92, 0.25]], "lowdin_charge": [-0.332, -0.072, -0.295, -0.398, 0.927, 0.148, 0.021, 0.002], "homo_ev": -10.00}

## B
{"formula": "C2H3O2P", "method": "the ωB97M-V functional and the def2-TZVPD basis", "species": ["C", "C", "O", "P", "O", "H", "H", "H"], "xyz": [[2.54, -0.11, 0.43], [1.50, 0.12, -0.09], [0.01, 0.65, -0.71], [-1.03, 0.67, 0.58], [-1.89, -0.73, 0.22], [3.43, -0.37, 1.07], [-1.82, 1.47, -0.24], [-1.36, -1.54, 0.28]], "lowdin_charge": [0.033, -0.115, -0.418, 0.805, -0.364, 0.065, -0.046, 0.039], "homo_ev": -9.74, "smiles": "C#COPO"}

Which is most stable? The ranking, best first, is A, B.

## A
{"formula": "C2H14N2O3", "method": "the ωB97M-V functional and the def2-TZVPD basis", "species": ["C", "N", "C", "N", "H", "H", "H", "H", "H", "H", "H", "H", "O", "H", "H", "O", "H", "H", "O", "H", "H"], "xyz": [[-1.83, -0.29, 0.45], [-0.66, -0.41, 1.33], [0.22, 0.80, 1.12], [1.44, 1.02, 1.95], [-2.86, -0.64, 0.93], [-1.98, 0.71, 0.24], [-1.71, -0.94, -0.37], [-0.91, -0.41, 2.40], [-0.46, 1.75, 1.28], [0.51, 0.86, 0.04], [2.16, 0.29, 1.76], [1.76, 1.90, 1.64], [1.87, -1.88, 0.22], [0.95, -1.71, 0.55], [2.24, -2.48, 0.96], [-0.81, 1.96, -2.46], [-0.54, 1.03, -2.63], [-1.75, 1.86, -2.34], [0.41, -1.02, -2.33], [0.97, -0.86, -3.07], [0.97, -1.54, -1.69]], "lowdin_charge": [-0.138, -0.150, -0.336, -0.009, 0.119, 0.026, 0.046, 0.147, 0.132, 0.105, 0.064, 0.043, -0.119, 0.017, 0.091, -0.071, 0.011, 0.026, -0.067, 0.027, 0.038], "homo_ev": -9.15, "smiles": "CNCN.O.O.O"}

## B
{"formula": "C2H14N2O3", "method": "the ωB97M-V functional and the def2-TZVPD basis", "species": ["C", "N", "C", "N", "H", "H", "H", "H", "H", "H", "H", "H", "O", "H", "H", "O", "H", "H", "O", "H", "H"], "xyz": [[-0.03, 0.75, 1.59], [0.83, 1.70, 0.92], [0.38, 3.10, 0.89], [-0.01, 3.49, -0.48], [-0.95, 0.71, 1.01], [0.39, -0.24, 1.39], [-0.12, 0.81, 2.68], [1.80, 1.73, 1.18], [1.22, 3.71, 1.26], [-0.47, 3.44, 1.48], [0.53, 2.95, -1.12], [-1.01, 3.45, -0.57], [0.30, -0.82, -2.91], [0.70, -0.68, -2.05], [0.16, 0.01, -3.36], [-0.55, -5.61, 0.68], [-0.42, -4.71, 0.39], [-0.04, -5.70, 1.49], [-0.77, -2.79, -1.13], [-1.28, -2.01, -1.38], [-0.65, -3.28, -1.95]], "lowdin_charge": [-0.141, -0.134, -0.319, -0.003, 0.077, 0.071, 0.072, 0.093, 0.098, 0.109, 0.039, 0.047, -0.049, 0.023, 0.037, -0.061, 0.000, 0.029, -0.057, 0.026, 0.045], "homo_ev": -9.01, "smiles": "CNCN.O.O.O"}

## C
{"formula": "C2H14N2O3", "method": "the ωB97M-V functional and the def2-TZVPD basis", "species": ["N", "C", "C", "N", "H", "H", "H", "H", "H", "H", "H", "H", "O", "H", "H", "O", "H", "H", "O", "H", "H"], "xyz": [[-1.72, 1.85, 0.79], [-0.82, 0.80, 0.38], [-0.64, -0.26, 1.44], [0.10, -1.44, 0.97], [-2.64, 1.79, 0.38], [-1.38, 2.79, 0.75], [0.14, 1.23, 0.11], [-1.13, 0.38, -0.58], [-0.18, 0.16, 2.32], [-1.62, -0.54, 1.85], [0.61, -1.87, 1.72], [-0.50, -2.11, 0.52], [0.09, -3.44, -1.62], [0.34, -3.00, -2.45], [-0.80, -3.75, -1.76], [2.17, 3.59, -0.30], [1.77, 3.67, 0.57], [2.04, 2.70, -0.64], [1.21, -0.70, -1.82], [2.14, -0.69, -1.60], [0.83, -1.12, -1.03]], "lowdin_charge": [-0.003, -0.307, -0.282, -0.003, 0.066, 0.054, 0.090, 0.108, 0.107, 0.105, 0.071, 0.057, -0.066, 0.038, 0.038, -0.059, 0.028, 0.023, -0.086, 0.040, -0.020], "homo_ev": -9.16, "smiles": "NCCN.O.O.O"}

Which is most stable? The ranking, best first, is C, B, A.

## A
{"formula": "C8H17N2", "method": "the ωB97M-V functional and the def2-TZVPD basis", "species": ["C", "C", "C", "N", "N", "C", "C", "C", "C", "C", "H", "H", "H", "H", "H", "H", "H", "H", "H", "H", "H", "H", "H", "H", "H", "H", "H"], "xyz": [[-2.89, -0.91, 0.95], [-1.95, 0.04, 0.13], [-2.60, 0.25, -1.32], [-0.75, -0.67, -0.16], [0.40, -0.19, -0.36], [1.66, -1.03, -0.57], [2.12, -1.62, 0.80], [2.39, 0.27, -0.87], [1.13, 1.08, -0.53], [1.19, 1.98, 0.72], [-3.47, -0.29, 1.48], [-3.44, -1.59, 0.37], [-2.43, -1.54, 1.75], [-1.82, 1.04, 0.55], [-3.15, -0.57, -1.60], [-1.80, 0.58, -1.99], [-3.31, 1.07, -1.18], [1.69, -1.68, -1.36], [3.19, -1.63, 0.86], [1.82, -2.62, 0.80], [1.61, -1.11, 1.70], [2.69, 0.21, -1.99], [3.21, 0.45, -0.11], [0.67, 1.82, -1.21], [1.95, 1.62, 1.40], [0.25, 2.05, 1.34], [1.64, 3.01, 0.39]], "lowdin_charge": [-0.013, -0.335, 0.011, 0.206, 0.008, -0.214, -0.006, -0.073, -0.267, -0.033, 0.038, 0.067, 0.105, 0.136, 0.046, 0.083, 0.103, 0.123, 0.084, 0.059, 0.123, 0.162, 0.139, 0.158, 0.059, 0.096, 0.138], "homo_ev": -15.06, "smiles": "CC(C)/N=[N+]1/[C@H](C)C[C@@H]1C", "charge": 1}

## B
{"formula": "C8H17N2", "method": "the ωB97M-V functional and the def2-TZVPD basis", "species": ["C", "C", "C", "C", "N", "C", "C", "C", "N", "C", "H", "H", "H", "H", "H", "H", "H", "H", "H", "H", "H", "H", "H", "H", "H", "H", "H"], "xyz": [[-1.81, -1.33, 1.45], [-0.98, -1.07, 0.45], [0.43, -0.10, 0.35], [1.19, -0.09, 1.66], [1.17, -0.40, -0.89], [1.66, -1.79, -0.97], [0.40, 0.08, -1.94], [-0.59, 1.05, -1.37], [-0.02, 1.34, 0.00], [-0.98, 2.00, 0.87], [-2.75, -1.86, 1.29], [-1.65, -0.85, 2.40], [-1.03, -1.65, -0.54], [2.11, 0.41, 1.42], [1.49, -0.98, 2.05], [0.53, 0.45, 2.36], [0.89, -2.46, -1.33], [2.47, -1.70, -1.73], [2.16, -2.10, -0.04], [-0.33, -0.65, -2.29], [0.84, 0.39, -2.88], [-0.63, 1.98, -1.99], [-1.59, 0.64, -1.36], [0.78, 2.01, -0.13], [-0.63, 2.43, 1.81], [-1.33, 2.91, 0.27], [-1.80, 1.36, 1.08]], "lowdin_charge": [0.032, -0.059, -0.350, 0.016, -0.153, -0.015, -0.216, -0.092, -0.066, -0.010, 0.084, 0.063, 0.120, 0.099, 0.065, 0.095, 0.084, 0.110, 0.100, 0.117, 0.140, 0.156, 0.132, 0.216, 0.111, 0.141, 0.082], "homo_ev": -12.81, "smiles": "C=C[C@@]1(C)N(C)CC[N@H+]1C", "charge": 1}

Which is most stable? The ranking, best first, is B, A.

## A
{"formula": "H3N3O2S", "method": "the ωB97M-V functional and the def2-TZVPD basis", "species": ["N", "N", "N", "O", "O", "S", "H", "H", "H"], "xyz": [[0.30, 0.61, 2.01], [1.02, -1.12, -0.82], [0.00, -0.70, -1.42], [-0.17, -0.91, -2.60], [-0.90, 0.19, -0.67], [1.18, -0.58, 1.04], [0.57, 1.49, 1.56], [-0.61, 0.18, 2.14], [-1.39, 0.84, -1.23]], "lowdin_charge": [-0.322, -0.129, -0.466, 0.018, -0.036, 0.774, 0.012, 0.016, 0.132], "homo_ev": -9.14}

## B
{"formula": "H3N3O2S", "method": "the ωB97M-V functional and the def2-TZVPD basis", "species": ["N", "N", "S", "N", "O", "O", "H", "H", "H"], "xyz": [[-0.07, 1.00, 0.20], [0.63, -0.10, 0.57], [0.04, -1.88, 0.00], [1.93, 0.08, 0.02], [2.33, 1.21, -0.04], [2.62, -0.88, -0.20], [-0.52, 0.82, -0.69], [-0.81, 1.21, 0.88], [-0.25, -2.17, 1.16]], "lowdin_charge": [0.004, -0.325, 0.794, -0.495, 0.070, 0.011, 0.080, 0.113, -0.252], "homo_ev": -9.85, "smiles": "NN(S)[N+](=O)[O-]"}

## C
{"formula": "H3N3O2S", "method": "the ωB97M-V functional and the def2-TZVPD basis", "species": ["N", "N", "N", "O", "O", "S", "H", "H", "H"], "xyz": [[0.75, 1.30, 0.08], [0.37, -0.44, -0.33], [-1.06, -0.46, -0.41], [-1.61, 0.53, -0.62], [-1.51, -1.56, -0.35], [1.31, -1.41, 0.60], [-0.21, 1.61, -0.03], [1.19, 1.67, -0.73], [0.77, -1.23, 1.79]], "lowdin_charge": [0.103, -0.446, -0.522, 0.097, 0.075, 0.806, 0.004, 0.024, -0.141], "homo_ev": -10.01}

Which is most stable? The ranking, best first, is B, A, C.